(1)
Computed, not measured: one molecule with the formula C18H18N4OS, with ωB97M-V/def2-TZVPD.

```
42
Properties=species:S:1:pos:R:3:mulliken_charge:R:1
C 4.345 -3.410 1.915 -0.91
S 2.592 -2.929 1.826 0.11
C 2.773 -1.614 0.739 0.22
N 3.868 -1.156 0.205 -0.72
N 3.490 -0.102 -0.578 0.09
C 2.154 0.087 -0.523 0.31
N 1.412 0.982 -1.089 -0.82
C 0.080 0.876 -0.829 1.36
C -0.503 -0.105 -0.038 -1.95
C 0.328 -1.043 0.662 0.66
O 0.061 -1.907 1.482 -0.80
N 1.684 -0.888 0.316 0.17
C -2.004 -0.084 0.178 2.33
C -2.355 0.797 1.391 -1.07
C -3.781 0.393 1.777 -0.65
C -3.971 -1.041 1.247 -0.72
C -2.648 -1.422 0.571 -1.32
C -2.682 0.432 -1.099 -1.55
C -2.116 1.744 -1.536 0.86
C -2.898 2.754 -2.073 -0.92
C -2.321 3.939 -2.498 -0.56
C -0.951 4.121 -2.395 -0.66
C -0.160 3.121 -1.862 -0.78
C -0.737 1.931 -1.427 0.55
H 4.690 -3.690 0.926 0.28
H 4.926 -2.577 2.293 0.28
H 4.401 -4.255 2.593 0.34
H 4.172 0.422 -1.097 0.21
H -1.666 0.560 2.202 0.45
H -2.267 1.860 1.163 0.39
H -4.504 1.071 1.324 0.28
H -3.920 0.444 2.856 0.41
H -4.204 -1.736 2.052 0.47
H -4.796 -1.080 0.535 0.23
H -2.798 -2.070 -0.292 0.54
H -2.010 -1.941 1.282 0.35
H -2.517 -0.299 -1.899 0.39
H -3.756 0.517 -0.944 0.47
H -3.966 2.612 -2.158 0.42
H -2.941 4.721 -2.911 0.39
H -0.502 5.044 -2.729 0.40
H 0.907 3.243 -1.769 0.47
```

Computed properties:
* largest force on an atom: 0.01747 hartree/bohr
* HOMO-LUMO gap: 8.20 eV
* E_HOMO: -8.00 eV
* lowest unoccupied orbital energy: 0.20 eV
* SMILES: CSc1n[nH]c2nc3c(c(=O)n12)C1(CCCC1)Cc1ccccc1-3
* energy above the lowest of the compared OMol25 structures with the same formula, charge and spin: 6.4 kcal/mol

---

(2)
Computed, not measured: C18H18NO8PPdS3 as an isolated structure, with ωB97M-V/def2-TZVPD.

```
50
Properties=species:S:1:pos:R:3:mulliken_charge:R:1
Pd -1.198 -2.410 0.440 0.13
C -4.857 -0.675 0.533 -0.60
O -3.954 -1.136 -0.523 -0.34
P -2.422 -0.917 -0.599 0.66
O -2.013 -1.001 -2.078 -0.29
C -2.216 -2.110 -3.020 -0.73
O -2.010 0.462 -0.055 0.20
C -2.348 1.724 -0.750 -0.77
H -5.835 -0.613 0.069 0.27
H -4.538 0.298 0.895 0.26
H -4.872 -1.404 1.338 0.30
H -1.606 -1.863 -3.880 0.26
H -3.270 -2.154 -3.277 0.33
H -1.870 -3.038 -2.569 0.35
H -2.282 2.491 0.013 0.20
H -3.352 1.662 -1.162 0.49
H -1.613 1.882 -1.533 0.30
O 0.008 6.734 1.180 -0.44
C 0.696 5.729 0.617 0.73
O 1.387 5.913 -0.339 -0.50
C 0.464 4.333 1.147 0.58
C -0.041 4.053 2.410 -0.85
C -0.165 2.735 2.839 -0.85
C 0.194 1.707 1.980 1.00
S -0.022 0.040 2.583 -0.05
C 0.697 1.975 0.711 -0.53
C 0.847 3.287 0.307 -1.02
H -0.603 6.430 1.859 0.29
H -0.295 4.845 3.103 0.37
H -0.513 2.519 3.841 0.48
H 0.982 1.166 0.049 0.42
H 1.270 3.533 -0.658 0.51
O 0.909 -1.891 -2.607 -0.57
S 1.147 -2.616 -1.407 1.32
O 0.402 -3.826 -1.155 -0.65
N 0.733 -1.665 -0.047 -0.22
C 1.779 -1.471 0.716 0.77
S 1.836 -0.755 2.279 -0.06
C 3.047 -2.002 0.178 0.37
C 4.328 -1.875 0.693 -0.81
C 5.372 -2.484 0.004 -0.71
C 5.143 -3.194 -1.170 -0.62
C 3.860 -3.315 -1.702 -0.69
C 2.843 -2.716 -0.998 0.52
H 4.526 -1.314 1.597 0.42
H 6.380 -2.398 0.385 0.43
H 5.975 -3.656 -1.684 0.44
H 3.680 -3.857 -2.620 0.48
O -3.778 -3.844 1.169 -0.10
C -2.830 -3.318 0.899 0.50
```

Computed properties:
* largest force on an atom: 0.01293 hartree/bohr
* HOMO-LUMO gap: 6.26 eV
* E_HOMO: -14.72 eV
* charge: +2
* lowest unoccupied orbital energy: -8.46 eV

---

(3)
Computed, not measured: one molecule with the formula C18H18O7 at a distorted geometry, with ωB97M-V/def2-TZVPD.

```
43
Properties=species:S:1:pos:R:3:mulliken_charge:R:1
C 1.185 -1.104 -4.090 -1.23
C 1.983 -0.751 -2.869 -0.29
C 1.505 -1.547 -1.593 -1.30
C 0.200 -1.014 -1.011 0.16
O -0.183 -1.918 0.067 -0.56
C -1.561 -1.872 0.482 0.09
C -2.332 -2.991 -0.283 -0.58
C -3.714 -3.245 0.302 0.40
O -4.574 -3.694 -0.429 -0.58
O -3.977 -3.001 1.619 -0.44
C -2.174 -0.474 0.362 -1.58
C -1.074 0.591 0.450 0.45
O -0.853 1.248 -0.804 -0.68
C 0.207 0.407 -0.398 1.64
C 1.461 1.170 0.124 0.94
O 2.566 0.949 -0.373 -0.85
C 1.394 2.211 1.203 0.14
C 2.527 3.018 1.537 0.46
O 3.654 2.946 0.809 -0.65
C 2.471 3.955 2.572 -0.80
C 1.320 4.043 3.326 -0.52
C 0.249 3.175 3.079 -0.88
C 0.225 2.302 1.996 0.56
C -0.971 1.489 1.699 -0.09
O -1.874 1.478 2.532 -0.64
H 0.182 -0.673 -4.047 0.29
H 1.134 -2.205 -4.213 0.29
H 1.661 -0.603 -4.977 0.38
H 1.960 0.328 -2.709 0.24
H 3.034 -0.982 -3.027 0.44
H 2.282 -1.528 -0.852 0.36
H 1.405 -2.624 -1.842 0.47
H -0.551 -1.023 -1.791 0.26
H -1.571 -2.089 1.563 0.54
H -1.779 -3.925 -0.184 0.48
H -2.401 -2.763 -1.331 0.20
H -4.898 -3.333 1.701 0.35
H -2.922 -0.395 1.140 0.56
H -2.706 -0.388 -0.614 0.32
H 3.555 2.199 0.172 0.37
H 3.295 4.558 2.855 0.48
H 1.277 4.774 4.128 0.38
H -0.618 3.300 3.720 0.44
```

Computed properties:
* largest force on an atom: 0.04740 hartree/bohr
* HOMO-LUMO gap: 8.18 eV
* E_HOMO: -9.12 eV
* lowest unoccupied orbital energy: -0.94 eV
* SMILES: CCC[C@H]1O[C@H](CC(=O)O)C[C@]23O[C@]12C(=O)c1c(O)cccc1C3=O
* energy above the lowest of the compared OMol25 structures with the same formula, charge and spin: 0.0 kcal/mol

---

(4)
Computed, not measured: C18H19BN6Ti as an isolated structure at a distorted geometry, with ωB97M-V/def2-TZVPD.

```
45
Properties=species:S:1:pos:R:3:mulliken_charge:R:1
H 1.599 -2.833 -0.735 0.50
N 1.432 -0.813 -1.305 0.27
B 1.648 1.569 -2.267 0.11
N 2.058 0.027 -2.192 -0.28
C 2.969 -0.699 -2.856 -0.07
Ti 0.124 -0.058 -0.145 0.18
H 3.540 -0.242 -3.667 0.43
C 2.903 -2.010 -2.392 -1.18
H 3.519 -2.816 -2.694 0.41
C 1.937 -2.058 -1.409 -0.13
H 2.309 2.086 -3.110 -0.13
C -0.938 1.241 1.823 -1.21
H -1.700 0.684 2.370 0.42
H -1.510 1.837 1.043 0.28
H -0.342 1.940 2.409 0.48
N 2.077 2.203 -0.855 -0.34
N 0.115 1.697 -2.561 0.03
N 1.492 1.603 0.224 0.56
N -0.800 0.999 -1.829 0.07
C 2.971 3.148 -0.425 -0.07
C -0.525 2.365 -3.558 -0.12
H 3.501 3.754 -1.167 0.44
H 0.034 2.987 -4.217 0.47
C 2.924 3.179 0.972 -1.22
C -1.881 2.010 -3.500 -1.06
C 1.999 2.197 1.355 -0.23
C -2.015 1.168 -2.416 -0.40
H 3.495 3.828 1.616 0.39
H -2.639 2.346 -4.160 0.42
H 1.743 1.882 2.328 0.50
H -2.887 0.710 -1.981 0.49
H 0.357 0.202 2.930 0.36
C 0.135 -0.140 1.922 0.04
C -0.299 -1.416 1.516 -0.99
C -1.319 -2.325 1.945 0.76
C -1.269 -3.026 3.195 -0.32
C -2.438 -3.408 3.829 -0.41
C -3.657 -3.275 3.160 -0.30
C -3.692 -2.816 1.859 -0.59
C -2.532 -2.440 1.213 -0.31
H -0.282 -3.184 3.690 0.32
H -2.394 -3.763 4.863 0.35
H -4.572 -3.525 3.673 0.37
H -4.641 -2.718 1.328 0.35
H -2.548 -2.095 0.182 0.37
```

Computed properties:
* largest force on an atom: 0.09245 hartree/bohr
* HOMO-LUMO gap (alpha / beta): 6.52 / 7.07 eV
* E_HOMO (alpha / beta): -5.92 / -6.83 eV
* multiplicity: 3
* lowest unoccupied orbital energy (alpha / beta): 0.59 / 0.24 eV
* energy above the lowest of the compared OMol25 structures with the same formula, charge and spin: 45.2 kcal/mol

---

(5)
Computed, not measured: C18H19Cl5N2O2Zr as an isolated structure, with ωB97M-V/def2-TZVPD.

```
47
Properties=species:S:1:pos:R:3:mulliken_charge:R:1
Zr 0.045 -1.012 -0.422 1.16
Cl -6.993 1.052 -0.803 -0.15
C -5.291 0.882 -0.692 0.34
C -4.721 -0.370 -0.892 -0.94
C -3.351 -0.461 -0.794 1.16
Cl -2.521 -2.001 -1.021 -0.18
C -2.536 0.620 -0.511 -0.54
O -1.194 0.433 -0.445 -0.27
C -3.130 1.860 -0.316 0.45
Cl -2.124 3.212 0.037 -0.15
C -4.505 1.992 -0.406 -0.62
H -5.337 -1.230 -1.112 0.48
H -4.961 2.960 -0.252 0.47
N 4.220 0.197 -0.338 0.02
C 3.213 -0.626 -0.083 -0.61
N 2.058 -0.149 -0.555 -0.08
C 2.366 1.090 -1.155 0.68
C 1.553 2.030 -1.784 -0.13
C 2.172 3.164 -2.271 -0.87
C 3.555 3.369 -2.138 -0.52
C 4.364 2.448 -1.507 -1.02
C 3.734 1.310 -1.021 0.53
H 5.180 0.034 -0.068 0.25
H 3.339 -1.558 0.446 0.52
H 0.480 1.911 -1.867 0.25
H 1.573 3.920 -2.760 0.45
H 3.993 4.275 -2.533 0.42
H 5.428 2.607 -1.394 0.44
C 0.574 -2.439 3.523 -1.66
C -0.188 -1.388 2.748 1.54
C 0.355 0.020 2.947 -1.30
C -1.689 -1.461 2.948 -1.38
O 0.057 -1.674 1.305 -0.44
H 0.469 -2.261 4.593 0.43
H 1.636 -2.400 3.277 0.36
H 0.187 -3.434 3.305 0.40
H 0.125 0.434 3.928 0.44
H -0.094 0.703 2.214 0.23
H 1.440 0.032 2.827 0.33
H -1.929 -1.265 3.993 0.45
H -2.066 -2.451 2.693 0.37
H -2.194 -0.708 2.339 0.19
Cl 0.243 -1.080 -3.399 -0.03
C 0.557 -2.822 -3.343 -0.24
Cl 0.673 -3.376 -1.629 -0.07
H 1.509 -3.034 -3.816 0.40
H -0.270 -3.354 -3.798 0.40
```

Computed properties:
* largest force on an atom: 0.01028 hartree/bohr
* HOMO-LUMO gap: 7.64 eV
* E_HOMO: -14.25 eV
* charge: +2
* lowest unoccupied orbital energy: -6.61 eV

---

(6)
Computed, not measured: C18H19ClMnN5O9PS as an isolated structure, with ωB97M-V/def2-TZVPD.

```
55
Properties=species:S:1:pos:R:3:mulliken_charge:R:1
Mn -2.248 -0.625 -1.054 0.47
O -1.896 0.474 0.768 -0.25
N -2.755 0.294 1.745 0.29
C -3.108 1.379 2.465 -0.20
C -3.954 1.284 3.536 -0.89
C -4.453 0.020 3.869 0.01
C -4.099 -1.068 3.116 -0.87
C -3.235 -0.965 2.005 0.43
S -2.798 -2.246 0.983 -0.46
H -2.657 2.289 2.100 0.50
H -4.217 2.175 4.088 0.37
H -5.122 -0.102 4.712 0.35
H -4.480 -2.054 3.341 0.37
O 3.092 1.102 -5.382 -0.73
C 3.170 0.204 -4.523 0.32
O 4.132 -0.533 -4.214 -0.75
C 1.875 -0.060 -3.720 0.19
C 1.675 -1.285 -3.090 -0.73
C 0.530 -1.489 -2.347 -0.35
N -0.392 -0.537 -2.177 0.54
C -0.232 0.640 -2.803 0.34
C 0.882 0.903 -3.584 -0.51
C -1.362 1.660 -2.609 0.35
O -1.237 2.771 -3.111 -0.77
O -2.349 1.235 -1.914 -0.62
H 2.439 -2.046 -3.170 0.45
H 0.344 -2.429 -1.841 0.40
H 0.972 1.858 -4.081 0.54
C 3.478 -0.750 1.330 -1.03
N 2.383 -0.674 0.377 0.31
C 2.383 0.659 -0.229 -0.65
N 2.312 1.743 0.754 0.14
C 3.406 1.588 1.698 -0.98
N 3.455 0.285 2.370 0.03
C 2.281 0.115 3.235 -0.95
P 0.628 0.198 2.375 -0.04
C 1.097 -0.973 1.014 0.64
C 1.010 1.750 1.425 -0.59
H 4.416 -0.647 0.776 0.30
H 3.465 -1.731 1.812 0.42
H 1.539 0.747 -0.913 -0.04
H 3.301 0.772 -0.810 0.27
H 3.336 2.371 2.459 0.40
H 4.344 1.715 1.151 0.32
H 2.310 0.883 4.016 0.42
H 2.358 -0.850 3.747 0.44
H 0.310 -0.952 0.260 -0.88
H 1.114 -1.992 1.413 0.57
H 0.967 2.603 2.111 0.41
H 0.222 1.900 0.684 0.33
O -2.473 -2.740 -2.244 -0.61
Cl -3.741 -2.337 -2.863 2.03
O -4.623 -3.455 -2.968 -0.69
O -3.494 -1.750 -4.140 -0.65
O -4.298 -1.327 -1.951 -0.71
```

Computed properties:
* largest force on an atom: 0.00981 hartree/bohr
* HOMO-LUMO gap (alpha / beta): 7.29 / 7.28 eV
* E_HOMO (alpha / beta): -3.13 / -3.13 eV
* multiplicity: 6
* charge: -2
* lowest unoccupied orbital energy (alpha / beta): 4.16 / 4.16 eV
* energy above the lowest of the compared OMol25 structures with the same formula, charge and spin: 15.3 kcal/mol

---

(7)
Computed, not measured: one molecule with the formula C18H19ClN2O3S2, with ωB97M-V/def2-TZVPD.

```
45
Properties=species:S:1:pos:R:3:mulliken_charge:R:1
C 3.184 -0.283 -2.691 -1.52
C 2.161 0.067 -1.636 0.92
O 2.480 0.302 -0.489 -0.52
N 0.854 0.114 -2.043 0.28
C 0.364 -0.390 -3.307 -1.44
C -0.150 -1.818 -3.151 0.74
C -0.567 -2.433 -4.476 -1.52
S -1.617 -1.796 -2.033 -0.32
C -1.309 -0.396 -1.015 1.57
C -2.290 -0.099 -0.068 -1.10
C -2.114 0.941 0.819 -0.93
C -0.968 1.709 0.734 -0.18
S -0.684 3.023 1.914 1.38
O -0.508 4.269 1.222 -0.75
O -1.712 2.956 2.908 -0.65
N 0.801 2.720 2.617 -0.40
C 1.393 1.392 2.708 -0.75
C 0.349 0.331 2.908 0.16
C -0.634 0.472 3.879 0.08
C -1.620 -0.488 4.021 -0.96
C -1.609 -1.602 3.198 0.53
Cl -2.857 -2.788 3.345 -0.24
C -0.611 -1.780 2.254 -0.83
C 0.364 -0.810 2.115 -0.22
C -0.016 1.472 -0.232 -0.32
C -0.158 0.394 -1.098 -0.68
H 3.151 0.428 -3.514 0.37
H 4.166 -0.237 -2.226 0.37
H 3.026 -1.288 -3.076 0.32
H 1.152 -0.361 -4.059 0.53
H -0.453 0.257 -3.642 0.31
H 0.609 -2.436 -2.663 0.36
H -0.986 -3.423 -4.315 0.41
H -1.320 -1.815 -4.958 0.35
H 0.293 -2.522 -5.137 0.41
H -3.174 -0.717 -0.029 0.45
H -2.838 1.168 1.584 0.54
H 1.454 3.416 2.291 0.32
H 2.076 1.402 3.567 0.48
H 1.976 1.151 1.810 0.25
H -0.643 1.348 4.506 0.40
H -2.395 -0.369 4.761 0.46
H -0.606 -2.662 1.631 0.45
H 1.141 -0.930 1.374 0.39
H 0.846 2.113 -0.306 0.54
```

Computed properties:
* largest force on an atom: 0.01424 hartree/bohr
* HOMO-LUMO gap: 8.85 eV
* E_HOMO: -8.48 eV
* lowest unoccupied orbital energy: 0.37 eV
* SMILES: CC(=O)N1C[C@H](C)Sc2ccc(S(=O)(=O)NCc3ccc(Cl)cc3)cc21
* energy above the lowest of the compared OMol25 structures with the same formula, charge and spin: 5.5 kcal/mol

---

(8)
Computed, not measured: C18H19CoN4 as an isolated structure at a distorted geometry, with ωB97M-V/def2-TZVPD.

```
42
Properties=species:S:1:pos:R:3:mulliken_charge:R:1
Co -0.188 0.002 -0.688 -0.22
C 1.168 -0.530 1.747 -1.20
N -0.009 0.129 1.181 0.75
C -1.244 -0.531 1.623 -0.98
C -1.590 -1.646 0.667 0.88
C -1.631 -2.978 1.074 -0.68
C -1.865 -3.961 0.117 -0.35
C -2.046 -3.589 -1.210 -0.75
C -1.994 -2.242 -1.525 -0.28
N -1.782 -1.268 -0.618 -0.04
C -0.027 1.574 1.421 -1.21
C -0.817 2.247 0.333 0.99
C -0.824 3.628 0.166 -0.97
C -1.569 4.165 -0.879 -0.30
C -2.280 3.312 -1.717 -0.78
C -2.220 1.951 -1.470 -0.25
N -1.513 1.405 -0.461 0.21
C 2.290 -0.383 0.772 0.75
C 3.555 -0.918 0.975 -1.01
C 4.506 -0.750 -0.027 -0.19
C 4.162 -0.063 -1.187 -0.80
C 2.874 0.435 -1.296 -0.28
N 1.937 0.296 -0.338 -0.02
H 1.004 -1.607 1.877 0.52
H 1.437 -0.115 2.726 0.42
H -2.108 0.145 1.640 0.41
H -1.156 -0.899 2.654 0.51
H -1.460 -3.249 2.109 0.41
H -1.889 -5.009 0.400 0.42
H -2.214 -4.329 -1.984 0.41
H -2.118 -1.896 -2.546 0.43
H 0.984 2.000 1.400 0.48
H -0.453 1.813 2.404 0.55
H -0.249 4.270 0.824 0.45
H -1.588 5.237 -1.045 0.42
H -2.864 3.695 -2.546 0.42
H -2.750 1.235 -2.090 0.37
H 3.792 -1.463 1.881 0.43
H 5.505 -1.160 0.091 0.42
H 4.876 0.075 -1.990 0.40
H 2.547 0.972 -2.181 0.43
H -0.188 0.002 -2.282 -0.21
```

Computed properties:
* largest force on an atom: 0.09644 hartree/bohr
* HOMO-LUMO gap (alpha / beta): 7.20 / 8.83 eV
* E_HOMO (alpha / beta): -9.79 / -11.49 eV
* multiplicity: 4
* charge: +1
* lowest unoccupied orbital energy (alpha / beta): -2.58 / -2.66 eV

---

E_tot (Ha)
-1389.2138 -3016.6801 -1223.3683 -1900.0770 -3304.9416 -3998.9210 -2289.1382 -2298.8433